No. 1
C39H59HoN7S2SbSi3 | ωB97M-V/def2-TZVPD

Geometry as ORCA input:
```
! RIJCOSX wB97M-V def2-TZVPD def2/J DEFGRID3
* xyz 0 5
Ho 0.6556 -0.0451 -0.6434
N -1.8890 2.9861 -0.9752
C -2.3693 1.8042 -1.4421
C -3.7559 1.7463 -1.5699
C -4.4127 0.5468 -1.8524
C -3.5987 -0.5602 -2.1036
C -2.2548 -0.3540 -2.0991
N -1.6061 0.7320 -1.6844
C -0.5888 3.5068 -1.0168
C -0.5308 4.8863 -1.0787
C 0.7004 5.4962 -1.0649
C 1.8779 4.7645 -1.0306
C 1.7427 3.3875 -1.0129
N 0.5193 2.7123 -0.9742
H -2.5752 3.7350 -1.0266
H -4.2879 2.6268 -1.3001
H -5.5078 0.4687 -1.8374
H -3.9937 -1.4538 -2.4938
H -1.6629 -1.2062 -2.3678
H -1.3628 5.5637 -1.0955
H 0.6306 6.5905 -1.1163
H 2.8685 5.1861 -1.1559
H 2.5887 2.6795 -1.1414
C 3.5165 -2.8630 1.5867
C 4.6013 -3.0670 0.7343
C 4.7332 -2.2783 -0.3697
C 3.7087 -1.3938 -0.7247
N 2.5461 -1.4006 -0.0697
C 2.5101 -2.0098 1.1383
C 3.7219 -0.4898 -1.9160
C 4.8378 -0.4995 -2.7736
C 4.8674 0.2972 -3.8630
C 3.8155 1.1667 -4.0901
C 2.7655 1.1971 -3.2507
C 2.6617 0.4234 -2.1010
H 3.4504 -3.3574 2.5655
H 5.3535 -3.7283 1.0052
H 5.6334 -2.3369 -0.9848
H 1.6593 -1.8367 1.7761
H 5.6212 -1.2198 -2.6404
H 5.7260 0.2167 -4.5708
H 3.7488 1.7572 -5.0268
H 1.9301 1.8843 -3.4604
S -1.3314 0.8314 1.3685
C 2.3297 -2.9095 -4.9667
C 0.8473 -2.5290 -5.0394
C 0.5015 -1.7375 -6.2548
C -0.0079 -3.8223 -5.0271
C 0.6029 -1.6432 -3.8442
N 0.4715 -0.9356 -2.9496
H 2.6177 -3.5655 -5.7959
H 2.5387 -3.4714 -4.0122
H 2.9780 -2.0392 -4.9332
H 0.5999 -2.3803 -7.1568
H 1.1628 -0.8894 -6.4148
H -0.5286 -1.4762 -6.1995
H 0.2473 -4.3574 -5.9325
H -1.1239 -3.6760 -5.0570
H 0.2005 -4.4655 -4.1668
C -4.4845 -2.0386 4.3953
Si -3.8133 -1.1906 2.8616
C -3.8302 -2.4448 1.4407
C -4.9409 0.1446 2.2063
Sb -1.4148 -0.4275 3.4063
Si -0.2212 -2.9921 -0.5511
C -1.6811 -3.8801 -1.5283
C -0.3286 -3.8722 1.1782
C 1.3213 -3.8627 -1.3752
Si -2.0255 1.4637 4.9774
C -3.2746 1.0483 6.3021
C -2.7790 2.7747 3.8487
C -0.5032 1.9922 5.9463
H -5.4762 -2.4318 4.1439
H -4.5541 -1.2328 5.1636
H -3.8716 -2.8589 4.7460
H -4.5460 -3.2500 1.7020
H -2.8669 -2.9430 1.2640
H -4.1682 -2.0216 0.5142
H -5.6068 -0.3359 1.4704
H -4.4152 0.9457 1.6998
H -5.4003 0.5786 3.0841
H -2.5179 -3.8294 -0.8327
H -1.3576 -4.9423 -1.5853
H -1.9424 -3.5102 -2.5018
H -0.8555 -3.1146 1.7990
H 0.5917 -4.0744 1.7192
H -0.8566 -4.8340 1.2616
H 1.7908 -3.1220 -2.0816
H 1.0148 -4.7422 -2.0299
H 2.0964 -4.0961 -0.7047
H -4.3398 0.9285 6.0776
H -3.0744 1.9350 6.8825
H -3.0002 0.1591 6.9045
H -3.6674 2.2478 3.5578
H -2.2210 2.9212 2.9419
H -3.1099 3.7594 4.2330
H 0.2847 2.4629 5.3478
H -0.1261 1.0533 6.3745
H -0.8009 2.6098 6.7663
C 4.1507 4.0550 2.5087
N 2.7461 3.8174 2.5798
C 1.7802 4.6949 3.2006
C 0.6189 4.0547 3.1580
N 0.8259 2.8040 2.6098
C 2.0791 2.6679 2.1935
S 2.7248 1.3051 1.3647
H 4.6344 3.3446 1.8294
H 4.6209 3.8342 3.4474
H 4.3102 5.0911 2.1530
H 2.0260 5.6126 3.6812
H -0.3227 4.3498 3.5301
H 0.0763 2.1972 2.2182
*
```

Computed properties:
- ⟨S²⟩: 6.00
- E: -4758.094326 a.u.
- ΔE to the lowest compared entry with this formula, charge and spin: 0.000 eV
- Max |F|: 2.9 eV/Å
- Lowest unoccupied orbital energy (spin up / spin down): 0.4 / 0.4 eV
- M: 1061.032 g/mol
- HOMO-LUMO gap (spin up / spin down): 6.5 / 6.5 eV
- E_HOMO (spin up / spin down): -6.108 / -6.080 eV


No. 2
C9H11N2O | ωB97M-V/def2-TZVPD

Geometry as ORCA input:
```
! RIJCOSX wB97M-V def2-TZVPD def2/J DEFGRID3
* xyz 1 1
O 0.0401 1.3772 1.7461
C 0.1945 2.0261 0.5874
C 0.3160 3.4008 0.4913
C 0.5083 3.9613 -0.7658
C 0.5716 3.1536 -1.9117
C 0.4571 1.7967 -1.7658
N 0.2849 1.2729 -0.5309
H -0.7984 0.8879 1.7438
H 0.2540 4.0055 1.3853
H 0.6026 5.0354 -0.8600
H 0.7071 3.5888 -2.8909
H 0.4985 1.1035 -2.5936
H 0.2176 0.2636 -0.4183
N 0.4239 -2.9236 -0.1835
C -0.5006 -3.9218 -0.3258
C -1.3048 -3.9146 0.7815
C -0.8458 -2.8767 1.6345
C 0.2194 -2.2799 1.0132
H 1.1551 -2.7227 -0.8402
H -0.5028 -4.5567 -1.1949
H -2.1215 -4.5901 0.9692
H -1.2427 -2.6114 2.6002
H 0.8660 -1.4759 1.3293
*
```

Computed properties:
- E: -534.052308 a.u.
- ΔE to the lowest compared entry with this formula, charge and spin: 0.000 eV
- Max |F|: 0.4 eV/Å
- Lowest unoccupied orbital energy: -4.7 eV
- M: 163.200 g/mol
- HOMO-LUMO gap: 6.6 eV
- E_HOMO: -11.248 eV


No. 3
C18H23FeN3OS2Te | ωB97M-V/def2-TZVPD

Geometry as ORCA input:
```
! RIJCOSX wB97M-V def2-TZVPD def2/J DEFGRID3
* xyz 0 5
Fe -1.1674 0.7916 -1.3317
N -1.0167 0.9628 3.0764
C -1.9072 0.0963 3.7448
C -2.0880 0.2092 5.1116
C -2.9625 -0.6429 5.7748
C -3.6739 -1.5921 5.0639
C -3.5063 -1.6915 3.6868
C -2.6134 -0.8645 3.0299
S -2.3397 -1.0620 1.2913
N -1.5937 0.3995 0.8747
C -1.0277 1.1651 1.7252
C -0.3392 2.3721 1.1872
C 0.0938 3.4357 1.9616
C 0.6835 4.5239 1.3354
C 0.8086 4.5260 -0.0419
C 0.3363 3.4279 -0.7470
N -0.2066 2.3803 -0.1399
H -0.5174 1.6232 3.6438
H -1.5374 0.9658 5.6597
H -3.0873 -0.5528 6.8452
H -4.3630 -2.2533 5.5709
H -4.0658 -2.4241 3.1182
H -0.0467 3.4456 3.0340
H 1.0253 5.3671 1.9207
H 1.2473 5.3638 -0.5638
H 0.3593 3.3768 -1.8306
Te -2.0022 1.5621 -3.5186
C 4.0887 0.1264 -1.5180
C 3.6562 -1.1462 -2.2419
C 2.3374 -1.7105 -1.7246
S 0.9429 -0.6368 -2.1509
O -0.2071 -1.1312 -1.2629
C 0.6363 -1.1549 -3.8653
C -0.4820 -2.1778 -3.9861
C -0.1452 -3.5684 -3.4547
H 5.0365 0.4945 -1.9094
H 4.2165 -0.0659 -0.4508
H 3.3480 0.9190 -1.6326
H 4.4213 -1.9155 -2.1211
H 3.5839 -0.9588 -3.3167
H 2.3175 -1.7387 -0.6330
H 2.1242 -2.7086 -2.1038
H 1.5895 -1.5189 -4.2573
H 0.3486 -0.2287 -4.3647
H -0.7390 -2.2316 -5.0461
H -1.3614 -1.7786 -3.4785
H 0.7614 -3.9660 -3.9202
H -0.9587 -4.2612 -3.6708
H -0.0076 -3.5530 -2.3731
*
```

Computed properties:
- ⟨S²⟩: 6.03
- E: -3267.284749 a.u.
- Max |F|: 0.7 eV/Å
- Lowest unoccupied orbital energy (spin up / spin down): -0.7 / -0.7 eV
- M: 544.981 g/mol
- HOMO-LUMO gap (spin up / spin down): 4.8 / 4.9 eV
- E_HOMO (spin up / spin down): -5.479 / -5.627 eV


- Which value of M does entry 2 give?
  163.200 g/mol


- Which value of E does entry 3 give?
  -3267.284749 a.u.


- Look up the max |F| of the second one.
  0.4 eV/Å


- Which value of E does entry 3 give?
  -3267.284749 a.u.